1.
C49H45FN8O5Pr | wB97M-V/def2-TZVPD

Cartesian coordinates (Å):
Pr -0.41792 0.53081 0.03796
O 4.79156 -0.86011 0.87205
C 4.75009 -1.47619 -0.26469
C 5.98042 -1.93248 -0.90944
C 6.03302 -2.47460 -2.15986
C 4.79771 -2.62547 -2.85484
C 3.56792 -2.28189 -2.29598
C 3.52306 -1.68909 -1.00018
C 2.26714 -1.28714 -0.33831
O 1.15795 -1.24458 -0.97501
N 2.37640 -0.98790 0.93434
N 1.24578 -0.58412 1.53074
C 1.31256 -0.43652 2.88684
C 0.22425 -0.09632 3.69940
C 0.52802 0.21383 5.01890
C -0.43841 0.72694 5.87462
C -1.81089 0.69272 5.48578
C -2.16802 0.28532 4.21224
C -1.15965 0.07005 3.25632
O -1.48404 -0.03824 1.96596
H 3.48157 -0.90316 1.23603
H 6.90671 -1.77512 -0.31591
H 6.96416 -2.87315 -2.57057
H 4.79525 -3.17009 -3.78711
H 2.58696 -2.44936 -2.75542
H 2.30419 -0.46671 3.34161
H 1.57011 0.15696 5.30768
H -0.14006 1.03159 6.87161
H -2.54117 1.01412 6.24548
H -3.22729 0.22065 3.93674
O -0.59958 2.88697 -0.45773
N -0.71816 3.89119 0.34029
N -0.38463 3.62849 1.57246
O -0.10930 2.39330 1.94607
C -0.45496 4.68258 2.47999
C -0.33844 4.43709 3.83746
C -0.42595 5.52189 4.73523
C -0.52303 6.84062 4.23655
C -0.65385 7.10071 2.85266
C -0.60094 6.01706 2.00387
H -0.18914 3.38365 4.17932
H -0.46359 5.32631 5.79043
H -0.44636 7.67823 4.93052
H -0.71592 8.10119 2.42690
H -0.60915 6.13935 0.91609
C 5.57001 2.65429 1.29281
C 4.33694 2.61675 1.95183
C 3.17848 2.23942 1.28710
C 3.24979 1.97958 -0.10112
C 4.48195 2.06826 -0.78470
C 5.62843 2.34652 -0.05903
N 2.08184 1.72122 -0.83773
N 2.38817 1.48402 -2.06839
C 1.46193 1.56162 -3.04961
C 1.85645 1.82415 -4.44087
C 0.92171 2.20744 -5.38386
C -0.44251 2.28474 -4.92795
C -0.74123 1.86566 -3.64984
N 0.14641 1.40165 -2.75046
H 6.48592 2.80547 1.89064
H 4.35753 2.84852 3.02388
H 2.21078 2.21823 1.77307
H 4.52181 1.87260 -1.88154
H 6.57419 2.29054 -0.59390
H 2.92072 1.81138 -4.64463
H 1.19668 2.48194 -6.40218
H -1.25546 2.67552 -5.51112
H -1.76531 1.96547 -3.31520
C -3.19589 -2.65201 -4.10128
C -1.99299 -1.96468 -3.48897
C -0.91934 -1.65185 -4.53192
C -1.52169 -2.86225 -2.37024
C -0.97438 -4.06266 -2.77665
C -0.63497 -5.02017 -1.85189
C -0.96416 -4.85808 -0.51178
C -1.68474 -3.74700 -0.06889
C -2.15344 -3.85498 1.35804
C -0.94487 -3.89852 2.34120
C -3.27638 -2.95544 1.84876
C -1.85409 -2.63083 -0.96737
N -2.21814 -1.35922 -0.59627
C -3.52192 -0.99812 -0.75373
C -4.56726 -1.93347 -0.97633
C -5.89379 -1.58969 -1.09078
C -6.26457 -0.25532 -0.79743
C -5.26905 0.71113 -0.52269
C -3.93168 0.33176 -0.57543
F -2.93154 1.28300 -0.42077
H -3.77933 -1.94145 -4.68466
H -3.89531 -3.13863 -3.38699
H -2.84202 -3.40161 -4.81085
H -2.33305 -1.05035 -2.98059
H -0.70842 -2.54698 -5.11371
H 0.02962 -1.43528 -4.00162
H -1.16705 -0.81816 -5.21757
H -0.75337 -4.25357 -3.82174
H -0.16528 -5.91456 -2.23440
H -0.73637 -5.69027 0.16161
H -2.60067 -4.89279 1.46151
H -0.21481 -3.06864 2.19737
H -0.36756 -4.84095 2.32169
H -1.29216 -3.80969 3.40456
H -2.97588 -1.92156 1.90323
H -3.52824 -3.24467 2.86930
H -4.14746 -2.99254 1.20875
H -4.29774 -2.99572 -1.05252
H -6.60648 -2.36060 -1.35865
H -7.28442 -0.00888 -0.73267
H -5.52867 1.75088 -0.37189

- Spin multiplicity: 3
- Energy above the lowest of the compared OMol25 structures with the same formula, charge and spin: 17.75 kJ/mol
- HOMO level (spin up / spin down): -4.282 / -4.287 eV
- Net charge: -1
- HOMO-LUMO gap (spin up / spin down): 4.8 / 4.8 eV
- E: -90488.2838 eV

Atom charges from the Mulliken analysis, given in e for atoms 1 to 8:
1 Pr 0.72
2 O -0.90
3 C 0.13
4 C -0.65
5 C -0.48
6 C -0.62
7 C -0.44
8 C 0.32

***

2.
C49H46AsN4O2SSiSr | wB97M-V/def2-TZVPD

Cartesian coordinates (Å):
Sr -0.16691 0.03182 -0.36037
O -1.09110 -0.26146 3.90989
C -1.12654 -0.52864 2.72167
N -0.12997 -0.91185 1.89489
C 0.91292 -1.65759 2.29141
O 1.00859 -2.38297 3.26934
C 2.13502 -1.68524 1.33032
C 3.20523 -2.49414 1.69248
C 4.32853 -2.52650 0.88456
C 4.36063 -1.74830 -0.25867
C 3.24644 -0.97733 -0.55738
N 2.17624 -0.94931 0.22036
C -2.49829 -0.38757 2.02350
C -3.63460 -0.35727 2.82420
C -4.87381 -0.35028 2.20919
C -4.94366 -0.37164 0.82558
C -3.75858 -0.37436 0.10732
N -2.56934 -0.37151 0.70436
H 3.11906 -3.07212 2.60084
H 5.17270 -3.14997 1.15087
H 5.21866 -1.73480 -0.91685
H 3.22102 -0.35313 -1.44538
H -3.51427 -0.35410 3.89734
H -5.77948 -0.33966 2.80293
H -5.88946 -0.38380 0.30134
H -3.75272 -0.38233 -0.97655
C -0.49625 2.75779 -0.69426
Si 0.73959 3.87052 -0.01085
C 1.19716 3.30272 1.75345
N 1.95568 2.06589 1.90447
C 1.87441 1.54829 3.27722
C 2.91362 2.18308 4.19323
C 4.31898 1.75744 3.73541
C 4.30529 1.36510 2.25387
C 3.34798 2.25604 1.47769
C 2.25352 3.95450 -1.16025
C 3.31893 4.82263 -0.91197
C 4.44843 4.84583 -1.71659
C 4.53304 3.99786 -2.81313
C 3.48165 3.13661 -3.09103
C 2.36148 3.11578 -2.27020
C 0.28224 5.70521 0.29798
C 0.65698 6.75298 -0.54424
C 0.24030 8.06001 -0.32182
C -0.57164 8.35730 0.76122
C -0.96599 7.33435 1.61275
C -0.54514 6.03399 1.37667
H -0.69786 3.05268 -1.73287
H -1.44899 2.79526 -0.14673
H 0.20237 3.13917 2.18940
H 1.64588 4.13146 2.33544
H 2.02035 0.46579 3.27708
H 0.85399 1.69833 3.63064
H 2.74003 1.89829 5.23302
H 2.81129 3.27164 4.15140
H 4.67551 0.91693 4.33665
H 5.02704 2.57630 3.89339
H 3.99834 0.32561 2.14160
H 5.30696 1.43562 1.82364
H 3.43269 2.08413 0.40240
H 3.65490 3.30706 1.63385
H 3.26798 5.49290 -0.05949
H 5.26102 5.52626 -1.49057
H 5.41076 4.01251 -3.44823
H 3.52824 2.48243 -3.95414
H 1.55166 2.42654 -2.49312
H 1.28892 6.55156 -1.40068
H 0.55222 8.84636 -0.99938
H -0.89806 9.37497 0.93860
H -1.60346 7.55031 2.46205
H -0.87903 5.25746 2.05792
S -0.78753 -2.74698 -1.41144
C -0.11960 -3.30038 -2.92474
C 0.05979 -4.67464 -3.16087
C 0.55198 -5.14694 -4.36138
C 0.88494 -4.27272 -5.39226
C 0.71765 -2.91164 -5.19072
C 0.22740 -2.43351 -3.97781
As 0.09215 -0.55183 -3.60130
C -1.83152 -0.22632 -3.69429
C -2.74591 -1.23485 -3.98521
C -4.10405 -0.95514 -4.00882
C -4.56037 0.33043 -3.74119
C -3.65393 1.33433 -3.43883
C -2.29154 1.05475 -3.41221
C 0.65938 0.27914 -5.26770
C 2.02086 0.50973 -5.43788
C 2.50166 1.11753 -6.58912
C 1.61975 1.51446 -7.58332
C 0.25953 1.29244 -7.42200
C -0.21710 0.67383 -6.27472
H -0.19847 -5.36730 -2.36984
H 0.67565 -6.21594 -4.49330
H 1.26694 -4.64730 -6.33346
H 0.96770 -2.21049 -5.97930
H -2.39263 -2.24116 -4.17320
H -4.80906 -1.74721 -4.22958
H -5.62248 0.54258 -3.76092
H -3.99492 2.33663 -3.21066
H -1.59767 1.84709 -3.15420
H 2.72468 0.21742 -4.66432
H 3.56529 1.28882 -6.70074
H 1.98978 1.99769 -8.47865
H -0.43680 1.59971 -8.19246
H -1.28154 0.50447 -6.16266

- Energy above the lowest of the compared OMol25 structures with the same formula, charge and spin: 53.76 kJ/mol
- HOMO level: -4.532 eV
- Net charge: -1
- HOMO-LUMO gap: 6.9 eV
- E: -142007.9542 eV

Atom charges from the Mulliken analysis, given in e for atoms 1 to 8:
1 Sr 1.71
2 O -0.72
3 C -0.28
4 N 0.43
5 C -0.82
6 O -0.76
7 C 0.35
8 C -0.69